Formula: C16H21N3O3S2
Source: the Open Molecules 2025 dataset
Level of theory: wB97M-V/def2-TZVPD

Geometry as XYZ:
```
45
Properties=species:S:1:pos:R:3:lowdin_charge:R:1
C -5.15 -3.18 2.96 -0.053
H -6.18 -2.87 2.83 0.092
H -5.02 -3.73 3.89 0.096
H -4.83 -3.82 2.13 0.097
O -4.37 -1.99 2.99 -0.037
C -3.05 -2.15 3.17 -0.449
O -2.54 -3.24 3.29 0.103
C -2.35 -0.87 3.19 -0.068
C -1.00 -0.68 3.38 -0.231
O -0.72 0.63 3.34 0.090
C -1.88 1.30 3.12 -0.341
C -2.92 0.42 3.01 0.047
H -3.95 0.65 2.83 0.123
C -1.82 2.77 2.99 -0.361
H -0.81 3.12 3.19 0.089
H -2.54 3.28 3.62 0.084
S -2.26 3.32 1.29 0.902
C -0.93 2.64 0.41 -0.967
N 0.08 2.04 0.93 -0.050
N 0.98 1.62 0.05 0.011
C 0.68 1.90 -1.17 -0.638
N 1.46 1.65 -2.24 0.029
H 1.05 1.76 -3.15 0.119
C 2.64 0.81 -2.14 -0.326
C 2.28 -0.68 -2.25 -0.147
C 1.81 -1.04 -3.66 -0.200
C 2.88 -0.67 -4.69 -0.207
C 3.19 0.82 -4.61 -0.203
C 3.65 1.21 -3.21 -0.150
H 4.59 0.70 -2.99 0.119
H 3.82 2.28 -3.15 0.116
H 3.97 1.07 -5.33 0.110
H 2.30 1.40 -4.89 0.105
H 2.53 -0.93 -5.69 0.108
H 3.79 -1.24 -4.49 0.115
H 1.61 -2.11 -3.71 0.110
H 0.88 -0.52 -3.88 0.109
H 3.17 -1.27 -2.00 0.120
H 1.51 -0.92 -1.52 0.112
H 3.05 1.00 -1.14 0.139
S -0.86 2.76 -1.35 1.003
C 0.11 -1.64 3.61 0.021
H -0.28 -2.65 3.54 0.076
H 0.54 -1.48 4.60 0.092
H 0.89 -1.48 2.87 0.092
```

* orbital gap: 8.416 eV
* energy relative to the best compared isomer or geometry (same formula, charge and spin): 204.9 kJ/mol

Formula: C16H21N4O4PbS
Source: the Open Molecules 2025 dataset
Level of theory: wB97M-V/def2-TZVPD

Geometry as XYZ:
```
47
Properties=species:S:1:pos:R:3:lowdin_charge:R:1
Pb -0.27 -0.61 -0.37 1.270
N 2.19 0.02 -0.02 -0.084
C 2.99 -1.08 -0.56 -0.189
C 2.49 -2.42 0.03 -0.599
O 3.31 -3.31 0.30 -0.025
N 1.17 -2.41 0.19 -0.156
C 0.54 -3.42 1.01 -0.167
C -0.50 -2.76 1.95 -0.663
O -0.82 -3.36 2.97 0.007
O -1.00 -1.63 1.57 -0.278
H 2.34 0.91 -0.46 0.064
H 2.34 0.11 0.98 0.100
H 4.06 -1.00 -0.31 0.107
H 2.89 -1.10 -1.64 0.111
H 1.26 -3.98 1.61 0.114
H -0.01 -4.14 0.40 0.117
C -4.37 2.95 2.80 -0.090
C -4.67 2.83 1.30 -0.273
N -3.65 3.42 0.44 -0.144
C -3.85 4.80 0.02 -0.226
C -3.06 5.81 0.86 -0.081
C -2.51 2.76 0.07 -0.713
S -2.31 1.16 0.67 0.575
N -1.75 3.50 -0.74 0.073
C -0.51 3.25 -1.16 -0.474
O 0.25 2.31 -0.88 -0.108
C 0.02 4.30 -2.11 -0.129
C 1.20 4.06 -2.80 -0.032
C 1.73 5.01 -3.66 -0.094
C 1.07 6.21 -3.85 -0.109
C -0.11 6.46 -3.17 -0.094
C -0.64 5.51 -2.31 -0.031
H -5.13 2.43 3.37 0.070
H -4.35 3.99 3.11 0.056
H -3.40 2.49 3.01 0.051
H -5.61 3.32 1.08 0.106
H -4.76 1.77 1.04 0.069
H -4.92 5.02 0.09 0.107
H -3.54 4.89 -1.02 0.096
H -3.34 5.75 1.91 0.057
H -3.25 6.82 0.50 0.068
H -2.00 5.59 0.77 0.065
H 1.70 3.11 -2.64 0.105
H 2.66 4.80 -4.18 0.095
H 1.48 6.96 -4.52 0.093
H -0.63 7.40 -3.31 0.095
H -1.56 5.69 -1.77 0.088
```

* orbital gap: 7.623 eV
* total charge: -1

Formula: C16H22BBr2ClNO10PS
Source: the Open Molecules 2025 dataset
Level of theory: wB97M-V/def2-TZVPD

Geometry as XYZ:
```
55
Properties=species:S:1:pos:R:3:lowdin_charge:R:1
C 0.59 0.80 1.29 -0.159
C -0.79 0.16 1.82 -0.634
Br -0.69 -1.69 2.48 0.717
C -2.02 0.87 1.82 -0.562
Br -2.01 2.73 1.07 0.652
B -3.45 0.32 2.33 -0.680
N -3.69 -0.70 3.40 0.116
C -4.10 -1.80 2.84 -0.695
S -4.24 -3.38 2.30 0.635
P -5.04 1.11 1.52 0.589
O -6.41 0.18 1.92 -0.383
Cl -5.27 2.93 2.61 0.127
H 1.16 1.32 2.15 0.112
H 1.29 -0.05 0.95 0.066
H 0.44 1.47 0.39 0.049
H -7.10 0.40 1.26 0.006
C 4.13 -2.19 -2.83 -0.018
C 4.34 -0.83 -2.19 -0.341
C 4.98 -0.88 -0.84 -0.103
O 4.52 0.33 -0.25 0.061
C 3.32 0.61 -0.83 -0.528
O 2.56 1.46 -0.45 0.127
O 3.10 -0.20 -1.91 0.093
H 3.65 -2.88 -2.13 0.091
H 3.47 -2.11 -3.69 0.089
H 5.08 -2.62 -3.15 0.092
H 4.90 -0.18 -2.88 0.162
H 6.07 -0.90 -0.88 0.132
H 4.63 -1.72 -0.22 0.149
C 8.12 2.65 2.39 -0.018
C 8.51 1.24 1.99 -0.344
C 8.18 0.90 0.57 -0.107
O 8.05 -0.52 0.63 0.041
C 7.64 -0.82 1.90 -0.539
O 7.25 -1.89 2.25 0.159
O 7.73 0.27 2.71 0.093
H 7.10 2.88 2.09 0.091
H 8.17 2.76 3.48 0.090
H 8.79 3.38 1.93 0.091
H 9.56 1.06 2.23 0.162
H 8.97 1.19 -0.12 0.143
H 7.23 1.32 0.23 0.134
C -8.75 -1.98 -3.09 -0.020
C -9.48 -0.91 -2.32 -0.345
C -9.31 0.47 -2.87 -0.105
O -9.53 1.28 -1.72 0.073
C -9.16 0.53 -0.65 -0.524
O -9.04 0.96 0.47 0.150
O -8.95 -0.76 -1.00 0.091
H -7.71 -1.69 -3.28 0.090
H -8.72 -2.91 -2.52 0.090
H -9.23 -2.17 -4.05 0.091
H -10.54 -1.18 -2.22 0.162
H -10.03 0.71 -3.66 0.143
H -8.30 0.67 -3.24 0.143
```

* orbital gap: 7.361 eV

Formula: C16H22BLiN8O2PS2
Source: the Open Molecules 2025 dataset
Level of theory: wB97M-V/def2-TZVPD

Geometry as XYZ:
```
53
Properties=species:S:1:pos:R:3:lowdin_charge:R:1
Li -0.56 0.56 0.88 0.418
C -1.96 -2.96 -0.95 -0.074
C -2.38 -1.79 -0.30 -0.196
N -1.49 -1.37 0.58 0.011
N -0.47 -2.27 0.52 0.001
C -0.73 -3.22 -0.39 -0.094
B 0.83 -1.98 1.31 -0.658
N 0.47 -1.36 2.68 0.001
C 0.61 -1.94 3.89 -0.079
C 0.09 -1.08 4.84 -0.075
C -0.36 0.02 4.09 -0.159
N -0.14 -0.16 2.80 -0.003
N 1.75 -1.01 0.50 -0.007
C 2.68 -1.33 -0.42 -0.102
C 3.18 -0.16 -0.96 -0.072
C 2.46 0.84 -0.30 -0.190
N 1.60 0.34 0.57 0.015
N 1.64 -3.26 1.58 -0.030
C 2.92 -3.29 1.99 -0.113
C 3.22 -4.57 2.38 -0.081
C 2.03 -5.28 2.15 -0.181
N 1.07 -4.49 1.70 0.074
H -2.48 -3.53 -1.70 0.081
H -3.28 -1.22 -0.44 0.100
H -0.04 -4.03 -0.55 0.105
H 1.06 -2.91 3.98 0.112
H 0.04 -1.23 5.90 0.079
H -0.85 0.92 4.43 0.100
H 2.93 -2.36 -0.61 0.118
H 3.94 -0.06 -1.71 0.083
H 2.50 1.91 -0.44 0.100
H 3.51 -2.39 2.00 0.124
H 4.16 -4.94 2.76 0.080
H 1.82 -6.32 2.31 0.090
C -4.58 3.49 -2.13 -0.090
C -3.47 2.58 -2.62 -0.333
O -2.21 3.22 -2.39 -0.363
P -1.16 2.51 -1.37 -0.242
S -0.63 0.75 -2.04 0.255
S -1.86 2.58 0.48 0.161
O 0.01 3.61 -1.51 -0.358
C 0.67 3.73 -2.78 -0.329
C 0.80 5.20 -3.11 -0.083
H -5.56 3.02 -2.30 0.071
H -4.55 4.45 -2.64 0.071
H -4.47 3.66 -1.06 0.058
H -3.54 2.39 -3.69 0.113
H -3.50 1.61 -2.11 0.081
H 0.11 3.20 -3.55 0.087
H 1.65 3.24 -2.69 0.106
H -0.19 5.65 -3.18 0.075
H 1.31 5.33 -4.06 0.071
H 1.37 5.72 -2.34 0.073
```

* orbital gap: 7.661 eV
* total charge: -1

Formula: C16H22CuN2
Source: the Open Molecules 2025 dataset
Level of theory: wB97M-V/def2-TZVPD

Geometry as XYZ:
```
41
Properties=species:S:1:pos:R:3:lowdin_spin:R:1
C -1.02 0.69 -3.39 0.011
C 0.37 0.45 -3.62 0.043
C 1.12 1.27 -2.71 -0.005
C 0.17 1.98 -1.89 0.004
C -1.14 1.64 -2.33 0.037
Cu 0.26 -0.09 -1.47 0.338
N -0.97 -1.47 -0.63 0.101
C -0.46 -2.69 -1.16 0.028
C 0.72 -2.09 -1.89 0.297
H 2.21 1.35 -2.64 -0.001
H 0.80 -0.22 -4.36 0.003
H 0.43 2.68 -1.09 0.000
H -2.07 2.06 -1.95 0.004
H -1.84 0.26 -3.96 -0.001
H 0.69 -2.21 -2.98 0.032
H -1.16 -3.20 -1.86 0.007
H -1.95 -1.37 -0.93 0.006
H 1.69 -2.28 -1.43 0.027
H -0.10 -3.36 -0.35 0.006
C -2.87 0.78 2.48 0.000
N -1.51 0.39 2.25 0.000
C -1.23 -1.01 2.36 0.005
C -0.78 1.17 1.30 0.001
C 0.69 0.81 1.28 0.008
C 1.45 1.02 2.45 0.003
C 2.78 0.59 2.50 -0.001
C 3.36 -0.05 1.40 0.000
C 2.60 -0.25 0.23 0.001
C 1.32 0.23 0.20 0.042
H -3.22 0.33 3.42 0.000
H -3.55 0.45 1.67 0.000
H -2.92 1.88 2.55 0.000
H -1.24 -1.52 1.36 0.004
H -0.24 -1.18 2.82 0.000
H -1.99 -1.46 3.02 0.000
H -1.22 1.06 0.28 0.000
H -0.91 2.22 1.59 0.000
H 0.97 1.51 3.30 0.001
H 3.36 0.76 3.41 0.000
H 4.39 -0.40 1.44 0.000
H 3.02 -0.76 -0.64 -0.002
```

* orbital gap (alpha / beta): 3.883 / 3.507 eV
* expectation value of S²: 0.760
* energy relative to the best compared isomer or geometry (same formula, charge and spin): 42.4 kJ/mol
* total charge: -2
* spin multiplicity: 2